[1]
Here is a structure of composition C20H25AsBrCl3O7SSiZn from the Open Molecules 2025 dataset. Energies are from the ωB97M-V functional and the def2-TZVPD basis.

```
60
Properties=species:S:1:pos:R:3:forces:R:3
Zn -0.935423 -2.047086 -0.316893 0.209 0.066 -0.486
C 4.995958 3.261607 -1.594335 0.005 0.022 0.008
C 4.098030 3.460686 -0.363115 -0.010 -0.056 0.009
C 3.580396 4.899547 -0.379893 -0.001 -0.001 0.013
C 4.945244 3.276338 0.904630 -0.012 -0.002 0.013
C 2.961251 2.437775 -0.394637 0.056 -0.041 -0.040
C 3.242052 1.075716 -0.284723 -0.029 0.054 0.009
C 2.229922 0.150421 -0.388748 -0.041 -0.075 -0.026
Br 2.676685 -1.692103 -0.215825 -0.044 0.039 -0.033
C 0.865545 0.472124 -0.642906 0.123 0.092 0.111
O -0.009822 -0.437706 -0.871961 -0.156 -0.021 -0.162
C 0.573562 1.867162 -0.654780 -0.028 0.061 0.017
C 1.625747 2.779702 -0.562748 -0.052 0.022 0.049
C -0.849752 2.465485 -0.745402 0.070 -0.055 0.001
C -1.077901 3.360186 0.487110 0.016 0.003 0.002
C -0.959133 3.324171 -2.015366 0.000 0.012 -0.030
C -2.001967 1.453113 -0.771135 0.044 -0.025 0.017
H 5.829628 3.974608 -1.590730 -0.033 -0.037 0.002
H 4.417173 3.406320 -2.509656 0.024 -0.007 0.014
H 5.406067 2.249974 -1.616200 -0.006 0.030 -0.004
H 4.425836 5.592961 -0.340409 -0.017 -0.005 -0.002
H 2.934961 5.098896 0.479059 0.011 0.003 -0.028
H 3.014711 5.109076 -1.290344 0.002 0.005 0.023
H 5.728634 4.040941 0.958507 -0.014 -0.038 -0.008
H 5.427353 2.296798 0.922396 -0.031 0.036 0.012
H 4.317459 3.355859 1.795096 0.030 0.008 -0.017
H 4.252490 0.717758 -0.121128 -0.026 0.022 -0.017
H 1.369665 3.831204 -0.612060 0.005 -0.038 -0.009
H -0.356489 4.179912 0.543667 -0.041 -0.022 0.007
H -0.989458 2.765547 1.399215 -0.019 0.027 -0.025
H -2.084425 3.789839 0.455178 0.036 -0.011 -0.003
H -0.234334 4.143515 -2.024183 -0.024 -0.034 -0.005
H -1.962927 3.756321 -2.088360 0.033 -0.012 -0.001
H -0.786229 2.708107 -2.901332 -0.014 0.022 0.019
H -2.013816 0.815436 0.111537 -0.012 -0.003 -0.011
H -1.966497 0.799936 -1.639245 0.003 -0.001 0.014
H -2.947348 2.006951 -0.791364 0.035 0.000 -0.002
O -4.593602 -3.843889 -1.448247 0.047 0.314 0.053
As -4.120896 -2.604381 -0.213319 -0.209 -0.204 -0.150
O -5.487313 -1.759836 0.083966 0.290 -0.020 0.032
O -2.784896 -1.888738 -0.958375 -0.242 -0.114 0.257
C -3.554033 -3.971735 1.081656 0.382 0.145 0.234
C -4.011386 -5.272900 0.884936 -0.012 0.103 0.011
C -3.552047 -6.307656 1.683772 0.015 -0.076 0.053
C -2.615269 -6.069572 2.680339 -0.015 -0.090 -0.015
C -2.154869 -4.784185 2.900642 -0.103 0.078 -0.057
C -2.631955 -3.743397 2.115242 -0.190 -0.154 -0.296
S -2.025090 -2.102916 2.426243 -0.340 0.581 0.055
O -1.820812 -1.961703 3.846998 0.138 -0.226 0.033
O -3.050568 -1.254569 1.844211 0.169 -0.007 0.116
O -0.739432 -2.014160 1.673030 -0.199 -0.131 0.257
H -4.627693 -3.353615 -2.277067 0.027 -0.087 -0.050
H -4.707726 -5.462672 0.080288 0.042 -0.050 0.034
H -3.909690 -7.316388 1.510532 0.004 0.017 -0.010
H -2.233048 -6.890308 3.276456 -0.023 0.015 0.000
H -1.432070 -4.566974 3.676055 -0.003 0.012 -0.009
Cl -1.612577 -5.544044 -1.843057 -0.008 0.000 -0.010
Si -0.143001 -4.214395 -1.112244 0.171 -0.288 0.083
Cl 0.751294 -5.415442 0.411067 -0.021 0.064 -0.050
Cl 1.313848 -4.403603 -2.652020 -0.011 0.079 -0.002
```
Positions in Å, forces in eV/Å.

The total charge is -2.


[2]
Here is a cluster of 5 separate species, C20H25BBr2F13NO9 in total at a distorted geometry from the Open Molecules 2025 dataset. Energies are from the ωB97M-V functional and the def2-TZVPD basis.

```
71
Properties=species:S:1:pos:R:3:forces:R:3
C 3.907115 -1.076747 3.485030 0.014 -0.500 -0.457
C 2.489872 -0.999379 2.799873 1.060 -0.092 1.834
Br 2.582246 0.103502 1.181716 -0.110 -0.601 0.710
C 1.467110 -0.486884 3.880844 -0.226 -0.481 -0.524
Br 2.200734 0.934752 5.066952 -0.440 -0.282 -0.449
B 0.102718 0.098162 3.303555 -0.145 1.443 -0.468
F 0.032381 1.285739 2.668864 -0.056 -1.294 0.985
O -1.164738 -0.551030 3.446666 0.919 -1.312 -1.448
C -1.014781 -1.867692 3.260220 -0.487 3.998 1.715
N -0.751963 -2.946165 3.486369 0.322 -2.815 -0.450
H 3.813706 -1.474264 4.525356 -0.059 0.375 -0.755
H 4.409963 -0.085936 3.515830 -0.431 -0.720 -0.017
H 4.544410 -1.802438 2.932779 -0.388 0.614 0.176
H 2.212533 -2.041301 2.531674 -0.103 0.859 -0.167
H 1.270525 -1.349272 4.558555 0.193 0.656 -0.429
C -1.815339 -0.357089 -4.352249 0.692 0.313 0.300
C -0.831323 -1.415421 -3.899573 -0.642 -0.148 -0.257
O 0.472185 -0.845003 -3.685527 0.559 0.100 0.315
C 0.667371 -0.259149 -2.502535 -0.948 -0.585 -0.443
O -0.150732 -0.176378 -1.633964 0.421 0.238 0.194
C 2.105877 0.253883 -2.400817 1.358 0.559 0.053
F 2.508444 0.876918 -3.520770 -0.389 -0.142 0.071
F 2.972520 -0.751511 -2.187032 -0.445 -0.087 -0.034
F 2.261535 1.125502 -1.395221 -0.437 -0.100 -0.418
H -1.439541 0.162655 -5.235117 -0.005 -0.151 -0.035
H -2.764886 -0.804317 -4.584303 0.231 -0.286 0.134
H -1.964775 0.396381 -3.577200 -0.046 -0.102 0.041
H -0.714519 -2.168203 -4.679149 0.304 0.108 0.024
H -1.179743 -1.930669 -3.003086 0.169 0.181 0.099
C 2.027599 -5.509015 -1.152974 0.263 0.218 -0.121
C 2.360113 -6.091818 0.205038 -0.710 -0.074 -0.255
O 3.781161 -6.083790 0.428827 0.524 0.129 0.289
C 4.295581 -4.936258 0.871727 -1.102 -0.396 -0.255
O 3.666991 -3.940494 1.083422 0.451 0.213 0.179
C 5.799577 -5.088488 1.111779 1.422 -0.046 0.099
F 6.409863 -5.743679 0.111159 -0.388 0.089 0.049
F 6.045228 -5.778528 2.239989 -0.397 0.081 -0.126
F 6.410921 -3.905356 1.234041 -0.493 -0.086 -0.035
H 2.575278 -6.032517 -1.938955 -0.095 -0.088 0.051
H 0.958766 -5.589309 -1.353586 0.028 -0.031 0.054
H 2.312868 -4.457201 -1.209975 -0.095 -0.007 0.079
H 2.047075 -7.134674 0.246640 0.317 -0.028 0.057
H 1.839095 -5.566098 1.006470 0.230 0.105 -0.001
C -8.987533 1.049619 -5.447156 0.126 -0.324 0.083
C -7.876888 1.958401 -5.931245 -0.713 0.228 -0.080
O -6.597936 1.491669 -5.467709 0.611 -0.177 -0.025
C -6.028970 0.526680 -6.192805 -1.054 0.627 -0.156
O -6.502587 0.034662 -7.174094 0.465 -0.260 0.073
C -4.659006 0.169988 -5.610293 0.917 -0.283 0.415
F -4.691288 0.064076 -4.270932 -0.557 0.141 -0.245
F -3.743549 1.107487 -5.909840 -0.483 0.098 -0.175
F -4.200487 -0.994734 -6.087406 -0.608 0.198 -0.269
H -8.951494 0.946029 -4.361040 -0.040 0.135 -0.029
H -9.961473 1.448692 -5.731675 0.054 0.031 -0.004
H -8.887326 0.048071 -5.867872 -0.034 0.079 -0.095
H -8.009594 2.957285 -5.516586 0.293 -0.077 0.116
H -7.882321 2.056336 -7.017599 0.182 -0.185 0.043
C 0.884485 4.715397 3.569755 -0.089 -0.179 0.302
C 1.573770 6.029142 3.870968 -0.008 -0.263 -0.715
O 1.244463 6.485432 5.194852 0.111 0.223 0.582
C 1.961781 5.960037 6.190149 0.052 -0.147 -1.203
O 2.834038 5.152681 6.056146 -0.035 0.078 0.519
C 1.535709 6.573175 7.526520 -0.430 0.412 1.252
F 0.199853 6.656840 7.644785 0.212 -0.126 -0.296
F 2.020178 7.820443 7.667600 0.070 -0.222 -0.339
F 1.975227 5.861416 8.569721 0.089 -0.063 -0.477
H -0.192948 4.803549 3.723137 0.029 0.084 -0.117
H 1.069942 4.409809 2.539650 0.019 0.029 0.031
H 1.237854 3.925079 4.233754 0.094 0.013 -0.106
H 1.222357 6.797717 3.182806 -0.083 0.137 0.290
H 2.654724 5.953600 3.745068 -0.032 -0.035 0.263
```
Positions in Å, forces in eV/Å.

The SMILES is C[C@H](Br)[C@@H](Br)B(F)OC#N.CCOC(=O)C(F)(F)F.CCOC(=O)C(F)(F)F.CCOC(=O)C(F)(F)F.CCOC(=O)C(F)(F)F. The total charge is 0. As for the energy relative to the best compared isomer or geometry (same formula, charge and spin): 0.000 eV.


[3]
Here is a cluster of 5 separate species, C20H25Br2F8N2O14PS in total at a distorted geometry from the Open Molecules 2025 dataset. Energies are from the ωB97M-V functional and the def2-TZVPD basis.

```
73
Properties=species:S:1:pos:R:3:forces:R:3
C 0.662353 -4.732636 1.481651 -0.166 -0.038 -0.583
C 0.793548 -3.698088 0.886185 -0.287 0.720 -0.065
P 1.027449 -2.215243 -0.087985 1.836 -2.076 -1.301
N 2.408270 -2.982657 -0.845618 -0.243 0.459 0.409
C -0.008723 -2.066389 -1.625230 -0.547 0.940 0.704
C 0.695516 -1.382300 -2.813404 -0.245 -0.347 0.166
C 0.676023 -2.188405 -4.104749 0.417 0.243 0.081
F -0.575225 -2.113922 -4.635910 -0.206 -0.042 -0.164
Br 1.061600 -4.089357 -3.868916 0.004 0.020 0.001
C 1.642904 -1.663550 -5.223839 0.248 -1.174 0.231
F 1.586635 -2.526540 -6.252495 -0.101 0.147 -0.255
F 1.262279 -0.488432 -5.676707 -0.084 0.520 0.176
Br 3.515814 -1.650282 -4.648080 -0.318 0.266 0.043
C 2.081885 -0.880468 0.616808 0.182 0.657 0.285
N 2.331275 0.199737 -0.336886 0.029 -0.089 0.013
C 3.089155 1.276222 0.327546 0.026 -0.370 -0.113
S -0.706316 -1.305090 1.181289 0.067 0.869 2.014
O -0.898662 0.111876 0.948564 -0.522 -0.437 -0.694
O -0.445614 -1.618473 2.568769 -0.216 -0.232 -0.331
F -2.122218 -2.061645 0.856645 0.092 0.241 -0.183
H 0.504967 -5.717901 1.852277 0.086 0.083 0.306
H 2.179842 -3.837774 -1.331058 0.097 -0.008 -0.158
H 2.966720 -2.373947 -1.429126 0.095 -0.172 -0.162
H -0.377385 -3.069311 -1.843797 0.243 -0.083 0.048
H -0.891204 -1.477772 -1.367123 -0.007 -0.071 -0.126
H 1.695592 -1.046933 -2.572987 0.096 -0.144 -0.103
H 0.145201 -0.469995 -3.030631 0.075 0.063 -0.137
H 1.647447 -0.472317 1.527590 -0.167 0.061 -0.110
H 3.023162 -1.343063 0.921747 -0.237 -0.458 0.058
H 2.972559 -0.160121 -1.036308 -0.178 0.000 -0.203
H 3.589864 1.861233 -0.442372 -0.103 0.127 0.038
H 3.859243 0.849113 0.984020 -0.016 0.207 0.102
H 2.425744 1.920408 0.901257 -0.048 -0.020 0.015
C -5.397890 -1.778623 0.801854 0.252 0.255 0.080
C -5.712670 -3.246671 0.658191 -0.262 -0.020 0.175
O -6.904507 -3.230217 -0.108292 0.301 0.012 -0.178
C -6.886428 -2.094473 -0.865342 -0.116 0.109 -0.042
O -7.593332 -1.889560 -1.791352 -0.041 0.003 0.039
O -5.935127 -1.240199 -0.412196 -0.007 -0.175 0.082
F -5.959035 -3.836713 1.853892 -0.036 -0.001 -0.069
H -5.914404 -1.338405 1.656349 -0.089 -0.153 0.025
H -4.334670 -1.577287 0.881924 -0.016 0.079 -0.200
H -4.951323 -3.822017 0.128426 0.007 -0.080 0.103
C -1.846830 2.954357 1.161156 -0.015 -0.236 -0.182
C -2.926608 4.004815 1.074051 -0.015 0.042 0.313
O -2.235715 5.191479 1.435110 0.080 -0.061 -0.315
C -0.929592 5.017965 1.089863 -0.033 -0.102 0.083
O -0.130949 5.889327 1.001866 0.075 0.062 0.005
O -0.675244 3.713810 0.827706 -0.136 0.133 0.038
F -3.927546 3.785127 1.959692 0.036 0.067 -0.010
H -1.750096 2.555212 2.170490 -0.085 0.058 0.031
H -1.982311 2.131207 0.468305 0.192 0.047 -0.054
H -3.357051 4.131783 0.078478 -0.117 -0.002 0.061
C 1.100611 4.384365 -2.044915 -0.138 0.087 0.254
C 0.809430 4.516698 -3.520519 0.275 0.109 -0.059
O 1.482895 3.393537 -4.064824 -0.324 -0.116 0.071
C 1.524836 2.438396 -3.096861 0.179 -0.006 0.107
O 1.800460 1.299728 -3.290516 0.120 0.135 -0.082
O 1.210443 2.962967 -1.892622 -0.011 0.057 -0.195
F 1.332147 5.648673 -4.047287 0.008 -0.075 -0.024
H 2.047217 4.854939 -1.776925 0.013 0.044 -0.125
H 0.314134 4.781272 -1.412031 -0.009 -0.170 0.089
H -0.249317 4.459758 -3.780868 0.018 0.101 -0.073
C 2.324508 -0.592602 6.184582 -0.184 -0.163 0.194
C 2.425566 0.669652 5.362211 0.237 0.111 0.052
O 3.295452 0.278881 4.312363 -0.332 -0.059 -0.058
C 3.140660 -1.064828 4.139761 -0.036 -0.175 -0.013
O 3.510584 -1.666966 3.188760 0.172 0.000 0.074
O 2.486981 -1.608059 5.190130 0.076 0.169 0.021
F 2.991020 1.687486 6.055199 0.021 -0.035 -0.065
H 3.134224 -0.660880 6.912619 0.051 0.130 -0.043
H 1.370269 -0.699292 6.693433 -0.039 -0.142 -0.152
H 1.479513 1.009380 4.937010 0.024 0.101 0.039
```
Positions in Å, forces in eV/Å.

The SMILES is C#CP(N)(CC[C@](F)(Br)C(F)(F)Br)(CNC)S(=O)(=O)F.O=C1OC[C@@H](F)O1.O=C1OC[C@@H](F)O1.O=C1OC[C@@H](F)O1.O=C1OC[C@@H](F)O1. The total charge is 0.


[4]
Here is a cluster of 2 separate species, C20H25ClFN2O2S in total at a distorted geometry from the Open Molecules 2025 dataset. Energies are from the ωB97M-V functional and the def2-TZVPD basis.

```
52
Properties=species:S:1:pos:R:3:forces:R:3
Cl 2.725032 1.383304 -6.090095 -0.272 -0.512 0.315
C 2.035837 -0.140926 -5.461449 0.208 0.411 -0.395
N 1.556073 -0.025932 -4.052550 -0.016 0.020 0.710
C 2.695050 0.312236 -3.087754 0.298 -0.023 -0.902
C 2.178579 0.355731 -1.672262 -1.709 -0.239 1.256
N 0.711101 0.006042 -1.622411 0.493 -0.061 -0.989
F -2.428786 1.230217 2.119714 2.579 0.311 1.021
C 0.516955 -1.355012 -2.228122 -0.158 1.088 1.475
C 1.006852 -1.387883 -3.653837 0.338 0.010 -0.935
C -0.037660 0.998189 -2.452191 0.083 -0.492 1.447
C 0.430416 1.002497 -3.888312 0.677 -0.280 -1.078
H 1.183576 -0.407212 -6.094500 0.203 0.025 0.205
H 2.818872 -0.907169 -5.511291 -0.297 0.214 0.111
H 3.449405 -0.474462 -3.196374 -0.105 0.204 -0.276
H 3.107634 1.274460 -3.397096 -0.006 -0.231 -0.138
H 2.696335 -0.367803 -1.024955 -0.092 0.323 -0.235
H 2.280235 1.356728 -1.224204 0.045 -0.403 -0.173
H 1.069150 -2.073775 -1.612099 -0.221 0.131 -0.106
H -0.554238 -1.583717 -2.175950 0.297 -0.034 0.038
H 0.196159 -1.607319 -4.352781 0.211 -0.069 -0.049
H 1.827853 -2.100343 -3.782651 -0.193 0.087 -0.158
H -1.101553 0.738084 -2.399668 0.237 0.140 0.050
H 0.104857 1.987661 -2.002436 -0.113 -0.253 -0.047
H 0.849811 1.962866 -4.202545 -0.166 -0.217 -0.033
H -0.359853 0.687686 -4.578729 0.220 0.167 -0.009
C 3.364990 0.884492 2.121006 -0.378 -0.059 0.027
C 2.854603 -0.418362 2.148809 -0.272 0.090 0.277
C 1.658718 -0.700001 2.823818 -0.138 0.073 -0.201
C 0.943036 0.351274 3.408586 0.016 0.463 0.176
S -0.719242 0.123586 4.111265 0.376 -0.195 1.245
C -1.638964 -0.104616 2.543663 -0.892 -0.390 -1.179
C -2.869130 -0.982888 2.497672 -0.020 2.953 -1.804
C -3.684030 -0.004434 1.672903 -3.139 -1.688 0.058
C -4.959079 0.420725 2.237631 0.948 -0.524 -1.409
C -5.585981 -0.491088 3.057174 0.802 -1.011 0.875
C -4.902859 -1.667582 3.554993 -0.216 0.391 0.210
C -3.507515 -1.830511 3.392295 -1.157 0.205 0.457
O -0.670920 -1.122768 4.880270 -0.459 1.457 -1.264
O -1.213316 1.366460 4.689336 0.809 -1.490 -0.649
C 1.443360 1.652635 3.392926 -0.068 -0.203 -0.193
C 2.645587 1.914702 2.732988 0.060 -0.031 0.105
H 4.320082 1.080342 1.625514 -0.374 0.016 0.152
H 3.384269 -1.220814 1.637499 -0.032 0.099 0.275
H 1.277704 -1.723599 2.875194 0.086 0.350 -0.025
H -0.886437 -0.022839 1.721534 -0.661 -0.409 0.523
H -3.622195 0.119867 0.532137 0.975 0.481 1.883
H -5.426422 1.387262 1.907748 0.344 -1.354 0.067
H -6.633277 -0.313320 3.327576 0.497 -0.146 0.118
H -5.468283 -2.339372 4.225011 0.464 0.350 -0.589
H -2.941945 -2.604752 3.930929 -0.356 0.616 -0.048
H 0.879169 2.439781 3.894016 0.146 -0.150 -0.238
H 3.000401 2.941668 2.702044 0.100 -0.214 0.044
```
Positions in Å, forces in eV/Å.

The total charge is +1. As for the energy relative to the best compared isomer or geometry (same formula, charge and spin): 1.212 eV.


| no. | E_LUMO (eV) | orbital gap (eV) |
| --- | --- | --- |
| 1 | 4.00 | 6.59 |
| 2 | 0.26 | 10.47 |
| 3 | 0.09 | 9.65 |
| 4 | -2.81 | 6.52 |